No. 1
{"formula": "C45H46AsBrCl3GeN3OPRu", "method": "wB97M-V/def2-TZVPD", "charge": 3, "homo_energy_ev": [-14.0, -14.0], "e_lumo_ev": [-11.59, -11.59], "elements": ["C", "C", "H", "H", "C", "C", "C", "C", "C", "H", "C", "H", "C", "H", "C", "H", "Ge", "C", "C", "C", "H", "N", "H", "H", "C", "H", "C", "H", "H", "C", "C", "H", "C", "C", "H", "H", "C", "H", "C", "N", "P", "H", "H", "H", "C", "As", "H", "H", "H", "Cl", "H", "C", "Br", "H", "H", "H", "O", "H", "C", "C", "C", "Cl", "H", "C", "H", "H", "C", "H", "C", "H", "C", "C", "C", "C", "C", "H", "Cl", "H", "N", "H", "C", "H", "C", "Ru", "C", "H", "C", "H", "H", "C", "C", "H", "H", "H", "C", "H", "C", "C", "C", "H", "H", "H", "C"], "positions_angstrom": [[-6.0601, 1.6552, 5.6635], [4.2449, -1.2972, -2.9832], [-0.1249, -3.6232, -2.4208], [-0.2596, -5.9156, -1.5987], [-2.8338, -3.0137, -0.7271], [-0.1598, -1.2170, -5.5424], [3.4692, -1.1420, -1.8325], [5.4832, -0.8988, -0.5249], [1.3590, 0.2120, 2.1128], [-6.7745, 0.6396, 7.4148], [-2.9348, 0.8871, 3.7150], [-4.8856, -0.9503, 7.4984], [-0.4262, 0.3158, -3.6881], [3.7868, -1.4276, -3.9531], [-4.9343, -0.2142, 6.7075], [1.7749, -3.9507, -5.9688], [2.2316, 1.9073, -1.7960], [-1.9070, -4.3136, 1.0809], [-3.9710, -2.0352, 3.0154], [-5.3341, 0.3092, 1.7139], [0.4236, -1.6840, 2.6653], [1.2927, 1.1541, 1.1397], [1.6938, 3.1184, 0.6429], [2.0177, -0.3598, 4.0664], [-3.9404, -0.1510, 5.7535], [3.5206, -0.7674, 0.2952], [1.6750, -2.7755, -4.1812], [-0.5809, 2.8088, -2.0616], [-2.9201, 3.0793, -1.7879], [0.5631, -0.9757, 1.8543], [0.1942, -0.8837, -4.2303], [-3.7573, 0.9202, -2.8977], [-0.9568, -2.1789, 0.5390], [1.3243, -3.0937, -5.4856], [-2.6012, 2.3289, -4.1432], [-5.1049, 2.4868, 3.9417], [-2.1164, 2.1479, -0.0584], [-4.7561, -1.9253, 3.7619], [-1.2593, 2.0395, -2.4192], [-0.4806, 0.7455, -2.4375], [1.6781, -1.3774, -1.8247], [6.2200, -1.3575, -3.7961], [1.2347, -6.6799, 0.2239], [-0.2032, -3.5246, 2.0668], [6.2474, -1.0632, -1.6698], [-3.5596, -0.3145, 2.2130], [-2.8076, 1.8690, 3.2627], [2.3871, -3.4030, -3.6610], [5.9610, -0.7286, 0.4308], [2.5918, 1.5219, -3.8698], [-6.8778, 2.3629, 5.6476], [4.1007, -0.9241, -0.6083], [-4.1240, -5.4943, -0.2407], [-5.6265, -0.2212, 0.8081], [-3.0063, 2.1644, 0.5717], [7.3271, -1.0340, -1.6090], [-1.0284, 1.0769, -4.5561], [3.0520, -2.8272, 0.3733], [-5.0670, 1.7211, 4.7081], [1.9768, 0.4298, 3.3275], [-2.8471, -4.1522, 0.0659], [1.4749, 3.9543, -1.8231], [-5.3256, 1.3796, 1.5180], [1.1251, -1.6740, -3.5323], [-1.5238, 3.0332, 0.1804], [3.0163, 1.8890, 4.5232], [-2.5010, 2.0982, -1.5379], [-1.9092, -5.2182, 1.6748], [-3.5574, 1.0411, -1.8317], [-3.2784, 0.0684, -1.4297], [1.7799, 2.3640, 1.4128], [-5.9983, 0.6858, 6.6626], [0.4003, -2.3175, -6.1636], [0.4504, -5.2312, -1.1521], [1.2838, -5.6570, -0.1267], [-1.0155, 3.1168, -4.3313], [4.0719, 2.2448, -0.7500], [-3.5533, -2.9004, -1.5276], [-0.0442, -1.1043, 0.7354], [-1.5539, 1.2482, 0.2485], [1.4681, -3.0380, -1.0821], [2.7518, 3.6763, 2.7908], [5.6258, -1.2488, -2.8990], [0.5354, 0.3497, -0.7975], [0.5330, -3.9287, -1.6184], [-6.0437, 0.0834, 2.5083], [2.3801, 2.6741, 2.6287], [0.1173, -2.5646, -7.1777], [2.8558, -5.1022, 1.2237], [-0.9568, -3.3381, 1.3136], [-3.9889, 0.8201, 4.7394], [-3.1067, -0.8430, 5.7938], [-0.8727, -0.6105, -6.0807], [-1.9711, 0.4925, 4.0314], [2.5186, 1.6875, 3.5839], [-3.0808, -2.4681, 3.4655], [2.1906, -4.7703, 0.4370], [2.2894, -3.4711, -0.0404], [-1.8875, -2.0324, -0.4851], [-1.8465, -1.1559, -1.1150], [-4.3206, -2.6871, 2.2152], [-4.5038, 1.3200, -1.3672], [-1.5420, 2.2657, -3.9063]], "atomic_forces_ev_per_a": [[-0.04, -0.12, 0.16], [0.01, 0.08, -0.04], [-0.01, 0.00, 0.01], [0.01, 0.01, 0.00], [0.00, 0.00, -0.06], [0.03, -0.04, -0.06], [-0.02, -0.06, -0.07], [-0.05, 0.03, 0.04], [-0.17, -0.05, 0.11], [0.01, -0.01, -0.01], [-0.27, -0.40, -0.50], [0.00, 0.00, -0.01], [0.12, 0.00, -0.75], [-0.02, -0.01, 0.02], [-0.19, 0.10, 0.06], [0.00, -0.01, 0.02], [0.32, 0.22, 0.04], [0.07, 0.00, 0.06], [-0.10, 0.16, 0.07], [0.04, -0.05, 0.16], [-0.07, 0.01, -0.01], [0.46, -0.42, -0.45], [-0.01, 0.01, 0.04], [-0.01, 0.00, -0.01], [0.05, 0.18, -0.24], [-0.03, 0.06, -0.02], [0.08, 0.08, 0.14], [-0.01, 0.02, -0.03], [-0.06, -0.01, 0.03], [0.13, 0.11, 0.08], [-0.02, 0.02, 0.16], [0.02, 0.03, -0.01], [-0.05, 0.19, -0.28], [0.00, -0.02, -0.06], [0.01, 0.03, -0.01], [0.01, 0.01, 0.00], [0.13, 0.02, -0.16], [0.01, -0.05, 0.03], [-0.04, 0.08, -0.14], [0.36, -0.10, 0.77], [0.08, -0.02, 0.10], [0.00, 0.00, 0.00], [0.00, 0.01, 0.00], [-0.01, 0.02, 0.01], [-0.01, 0.00, -0.05], [0.52, 0.01, -0.35], [-0.01, 0.03, 0.04], [0.00, 0.00, -0.01], [0.01, -0.02, -0.01], [0.04, 0.03, 0.04], [0.00, -0.01, 0.00], [0.07, -0.02, 0.10], [0.10, 0.10, 0.03], [0.00, 0.00, 0.01], [0.01, -0.02, -0.01], [0.00, 0.00, 0.00], [0.02, -0.14, 0.20], [-0.03, -0.03, 0.01], [0.25, -0.15, -0.04], [-0.06, 0.01, -0.05], [-0.10, -0.05, -0.06], [-0.07, -0.24, 0.08], [-0.01, 0.01, 0.00], [-0.01, 0.12, 0.03], [0.03, 0.01, -0.06], [-0.01, 0.01, -0.01], [-0.07, 0.01, 0.16], [-0.01, 0.02, 0.01], [-0.05, -0.05, -0.03], [-0.02, 0.01, 0.02], [-0.04, 0.02, -0.08], [0.01, 0.00, -0.01], [-0.04, -0.01, -0.08], [0.00, 0.03, 0.01], [-0.01, 0.00, 0.01], [0.03, 0.00, 0.01], [-0.13, -0.15, -0.23], [0.00, 0.00, 0.02], [0.29, 0.21, 0.04], [-0.03, -0.03, 0.00], [-0.07, 0.02, -0.03], [-0.01, 0.00, 0.01], [0.04, 0.01, 0.05], [-1.12, 0.02, 0.30], [-0.05, 0.02, 0.01], [-0.04, 0.06, -0.01], [0.01, -0.03, 0.03], [0.00, 0.01, 0.01], [-0.01, 0.01, 0.00], [0.06, -0.08, -0.03], [-0.23, 0.19, 0.55], [0.01, 0.01, 0.01], [-0.01, 0.01, 0.02], [0.00, -0.01, 0.05], [0.02, 0.04, 0.00], [0.01, -0.01, 0.03], [0.02, -0.01, -0.01], [0.04, -0.01, -0.01], [0.00, -0.07, 0.03], [-0.03, 0.03, 0.03], [-0.01, -0.01, 0.00], [0.03, 0.00, 0.01], [-0.10, 0.01, 0.02]], "mulliken_charge": [-0.723, -0.872, 0.515, 0.499, -0.765, -0.732, 0.575, -0.914, -1.218, 0.422, -0.973, 0.427, -0.028, 0.451, -0.718, 0.516, 1.094, -1.214, -1.358, -1.399, 0.522, 1.365, 0.501, 0.637, -0.304, 0.252, -0.371, 0.018, 0.603, 0.199, -0.466, 0.425, 0.953, -0.961, 0.447, 0.394, -1.260, 0.535, -0.421, 1.034, 3.647, 0.502, 0.501, 0.411, -0.809, 0.688, 0.540, 0.775, 0.492, -0.242, 0.432, -0.489, -0.023, 0.449, 0.399, 0.442, -0.411, 0.440, -0.320, -1.029, -0.365, -0.299, 0.395, -0.086, 0.413, 0.519, 0.610, 0.569, -1.353, 0.084, -0.707, -0.441, -0.906, -1.018, -0.732, 0.285, -0.229, 0.633, 1.665, 0.066, 0.340, 0.533, -0.757, 0.509, -0.208, 0.471, -0.922, 0.490, 0.532, -0.844, 0.337, 0.370, 0.604, 0.539, -0.741, 0.326, -0.978, -0.592, 0.368, -0.771, 0.413, 0.487, -0.688]}



No. 2
{"formula": "C45H46AsFLaN4O2S3SiTe", "method": "wB97M-V/def2-TZVPD", "charge": -1, "homo_energy_ev": -5.0, "e_lumo_ev": 2.02, "elements": ["C", "H", "H", "H", "H", "C", "C", "S", "H", "H", "C", "H", "C", "H", "H", "C", "H", "C", "C", "H", "C", "H", "H", "C", "H", "H", "C", "C", "C", "C", "H", "H", "S", "C", "H", "O", "C", "Si", "H", "C", "H", "N", "H", "H", "C", "C", "C", "C", "H", "C", "C", "H", "O", "H", "N", "La", "H", "C", "C", "C", "As", "H", "C", "S", "F", "H", "C", "H", "C", "C", "C", "H", "C", "H", "H", "C", "N", "H", "H", "C", "H", "H", "H", "H", "H", "H", "C", "Te", "H", "H", "C", "H", "C", "H", "C", "C", "C", "C", "C", "C", "C", "C", "H", "N", "H"], "positions_angstrom": [[2.3892, -5.3717, -1.8315], [-3.6464, 0.3730, 3.4530], [-3.5443, 5.1225, -1.6570], [0.2497, -3.6294, -4.1774], [3.6697, -1.4961, 2.5761], [1.9861, 0.1516, -3.6484], [-2.7903, 0.0860, 2.8377], [0.7222, -1.3907, 2.3353], [1.7381, -1.2231, -5.2714], [-2.9738, 3.0811, -4.9532], [-0.5673, -0.3774, 5.1608], [3.3105, 2.7534, 2.5243], [6.7932, -2.3667, -0.5635], [-1.4330, 3.9460, 2.4402], [-2.5552, 2.8790, 4.3837], [-0.6997, -1.6515, -4.0516], [-3.9564, 5.6045, -0.0244], [3.4703, -6.9079, -3.3216], [3.0473, 0.5554, 0.9745], [-2.8371, 2.9151, 2.1673], [-3.5469, 0.3092, -3.1258], [-3.9958, -0.6736, -3.1594], [-0.8994, 6.1723, 0.0244], [3.8277, 1.8762, 4.4144], [-1.2313, 2.5710, 5.5170], [-1.3927, -0.9904, 5.5251], [4.6915, 0.1134, -4.3400], [2.6117, -1.1807, -0.7207], [4.4501, -2.6134, -1.4556], [-0.6389, 5.1728, -0.3138], [-2.7351, 1.6072, 5.6204], [2.6967, -7.4455, -1.3974], [-1.5666, -2.1940, 0.6885], [4.8716, -0.9612, 0.2149], [-2.7612, -1.0019, 2.7577], [2.2047, 1.3556, 0.5365], [-2.3708, 3.8632, 1.9028], [-2.0649, 3.9355, 0.0229], [-1.9483, 3.8079, -2.8419], [-3.5472, 1.1594, -4.2241], [4.8150, -3.4043, -2.0988], [-3.3203, -4.4328, 3.1929], [-1.7799, -1.6939, -3.9456], [-4.4904, 4.0525, -0.6478], [2.1730, -2.9608, -2.3894], [-3.6662, 4.7596, -0.6429], [3.6328, -5.8926, -4.2511], [3.1169, -2.2546, -1.5289], [7.2646, -2.0085, 0.3495], [3.5479, -0.5388, 0.1543], [-2.3859, 2.0154, -1.7679], [5.7371, 0.1056, -4.6183], [1.3799, -0.8586, -0.7275], [3.8560, -7.8967, -3.5295], [0.4640, -3.7919, 5.1153], [-0.2550, 0.3577, 0.2353], [4.1533, -6.0879, -5.1792], [5.3419, -1.9790, -0.5941], [-0.6543, -2.4081, 2.1242], [3.7779, -0.6476, -5.0521], [-1.1905, 0.7958, 3.7138], [-0.4661, -1.5559, -5.1095], [3.1620, -4.6196, -3.9784], [0.2426, 1.9626, 2.7257], [-2.9381, -0.0797, -0.8451], [2.5792, 1.5208, -2.1098], [4.0598, 0.6982, 5.1081], [-0.2148, 0.2827, 5.9593], [2.4387, -0.6214, -4.7113], [2.8303, -6.6512, -2.1197], [3.7464, -0.5492, 3.0844], [4.2625, 0.7209, 6.1714], [3.5361, 1.8456, 3.0639], [-2.9008, 0.5166, 1.8332], [4.9619, 1.4741, -2.7126], [2.9086, 0.9145, -2.9442], [1.1070, -2.3558, -2.7067], [4.1496, -1.4357, 4.9871], [7.3225, -1.9341, -1.4145], [-2.2709, -3.9618, 3.1045], [-0.4047, 5.2327, -1.3735], [-3.0255, 4.6600, 2.2392], [5.5593, -0.4464, 0.8755], [-0.6809, -3.3289, -2.6911], [3.8486, 2.8222, 4.9361], [0.2468, -1.0254, 4.8427], [-2.0364, 2.1015, 4.9412], [-0.0611, 0.2113, -3.0779], [6.9141, -3.4473, -0.6145], [4.1106, -1.2712, -5.8741], [-2.9692, 0.7489, -1.9602], [-3.9833, 0.8356, -5.1569], [-0.2094, -3.5760, 4.2042], [3.2883, -3.8155, -4.6901], [-0.0094, -2.8661, -3.4242], [2.5521, -4.3506, -2.7593], [-2.9758, 2.4188, -4.0987], [4.0099, -0.5141, 4.4410], [4.2503, 0.8937, -3.2846], [-2.4044, 2.8341, -2.9148], [-1.0292, -3.3231, 3.1036], [3.5023, 0.6311, 2.3832], [1.9291, -5.1445, -0.8802], [-1.8555, 2.3328, -0.5575], [0.2667, 4.8783, 0.2093]], "atomic_forces_ev_per_a": [[-0.06, 0.03, -0.02], [0.19, 0.15, -0.02], [-0.04, 0.10, -0.26], [-0.13, 0.12, 0.05], [0.00, -0.10, -0.05], [-0.08, 0.02, 0.12], [0.18, -0.17, -0.21], [0.15, -0.43, 0.34], [-0.04, -0.10, -0.09], [0.05, 0.07, -0.05], [0.20, -0.02, -0.22], [-0.02, 0.09, -0.04], [-0.05, 0.04, -0.12], [0.02, -0.03, 0.16], [0.03, -0.08, -0.04], [0.04, 0.16, 0.11], [0.07, 0.13, 0.19], [0.06, -0.08, -0.08], [-0.11, -0.02, -0.17], [-0.03, -0.06, -0.03], [0.00, -0.09, 0.18], [0.00, -0.08, 0.00], [-0.13, 0.17, 0.09], [0.03, 0.19, 0.03], [-0.12, -0.15, -0.12], [-0.07, 0.09, -0.08], [0.11, 0.05, 0.00], [0.67, -0.14, 0.10], [-0.13, 0.23, 0.16], [-0.43, -0.55, 0.12], [0.08, -0.07, -0.07], [0.00, -0.01, 0.03], [-0.41, -0.28, -0.19], [-0.04, -0.05, -0.22], [0.11, 0.18, -0.02], [0.24, 0.05, 0.24], [0.27, 0.13, -0.53], [-0.49, 0.73, 0.59], [0.11, 0.17, -0.05], [-0.02, 0.05, -0.01], [0.02, -0.12, 0.01], [-0.05, -0.15, -0.08], [-0.08, 0.14, -0.04], [-0.16, -0.19, 0.01], [-0.46, -0.09, -0.19], [0.61, -0.32, -0.07], [0.09, -0.09, -0.09], [0.05, 0.48, 0.34], [0.09, -0.01, 0.03], [-0.51, -0.24, -0.38], [-0.42, -0.19, -0.36], [0.05, -0.03, 0.06], [0.76, -0.14, 0.23], [-0.02, -0.05, -0.02], [0.09, -0.05, 0.16], [-0.37, 0.39, 0.26], [-0.04, -0.02, -0.07], [0.24, 0.07, 0.10], [0.24, -0.03, -0.36], [0.05, -0.06, -0.09], [-0.82, 0.49, 2.31], [-0.01, 0.18, -0.02], [-0.09, 0.07, 0.09], [0.14, -0.12, -0.26], [-0.06, 0.16, -0.64], [0.03, 0.01, 0.12], [-0.01, -0.03, 0.00], [-0.14, 0.01, -0.17], [-0.26, 0.02, -0.03], [0.01, -0.08, 0.07], [0.03, 0.06, -0.08], [0.00, 0.03, 0.01], [-0.02, -0.08, -0.12], [-0.04, -0.07, 0.25], [-0.01, 0.06, 0.04], [-0.30, 0.09, 0.10], [0.65, -0.64, 0.23], [0.02, -0.08, -0.01], [0.13, 0.00, -0.01], [-1.04, -0.35, -0.06], [0.02, -0.02, -0.20], [-0.21, 0.26, -0.05], [0.01, -0.02, 0.10], [0.01, 0.00, -0.07], [0.01, 0.08, 0.03], [-0.16, 0.13, -0.06], [0.13, -0.04, -0.17], [-0.13, -0.04, -1.97], [0.05, -0.09, 0.02], [0.00, 0.03, -0.02], [0.03, 0.09, 0.52], [-0.04, 0.00, -0.07], [0.68, -0.13, 0.79], [0.06, 0.08, -0.08], [-0.02, -0.16, -0.01], [-0.07, -0.22, -0.14], [-0.17, -0.07, -0.21], [0.04, -0.04, 0.16], [0.24, 0.00, -0.08], [-0.18, -0.12, 0.19], [0.31, 0.62, -0.62], [0.08, 0.15, 0.26], [-0.05, -0.02, 0.10], [0.59, 0.17, 0.38], [0.19, -0.13, 0.10]], "mulliken_charge": [0.033, 0.578, 0.329, 0.238, 0.419, 0.532, -1.001, -0.468, 0.263, 0.369, -0.954, 0.490, -1.677, 0.374, 0.371, -0.931, 0.440, -0.427, -0.271, -0.002, -0.789, 0.578, 0.368, -0.670, 0.364, 0.382, -0.738, 0.364, -0.843, -1.083, 0.417, 0.417, -0.341, -0.616, 0.233, -0.969, -0.979, -0.497, 0.436, -0.415, 0.491, -0.665, 0.488, 0.338, 0.091, -1.198, -0.817, 1.180, 0.391, 1.285, -0.412, 0.391, 0.203, 0.377, -0.662, 0.729, 0.395, 0.172, 0.438, -0.441, 0.888, 0.395, 0.175, -0.388, -0.383, 0.321, -0.512, 0.487, -0.389, -0.819, -0.413, 0.402, -0.519, 0.213, 0.369, -0.409, 0.838, 0.426, 0.292, -0.192, 0.353, 0.553, 0.488, 0.411, 0.427, 0.081, -1.350, 0.015, 0.382, 0.432, 0.554, 0.392, -0.058, 0.374, -0.737, -1.603, -0.952, -0.722, -0.446, 0.015, 0.650, 0.692, 0.629, 0.255, 0.288]}